# 1
DFT (ωB97M-V/def2-TZVPD) results for a single C6H8 molecule at a distorted geometry.

```
! wB97M-V def2-TZVPD RIJCOSX def2/J DEFGRID3
* xyz 0 1
C 0.517 0.998 0.089
C 0.965 2.209 0.095
C 0.865 -0.262 -0.620
C -0.891 -1.260 0.964
C -1.319 -0.076 0.243
C -0.477 -1.043 -0.443
H 0.656 3.160 0.552
H 1.879 2.392 -0.565
H 1.003 -0.084 -1.621
H 1.728 -0.770 -0.204
H -0.217 -1.485 1.747
H -1.641 -2.152 1.060
H -2.269 0.091 -0.095
H -0.800 -1.717 -1.202
*
```

Values from the calculation:
Kohn-Sham gap ... 9.478 eV
LUMO energy ... 0.82 eV
E_HOMO ... -8.657 eV

These are the Löwdin partial charges, in e, on atoms 1 to 8: -0.100 -0.010 -0.150 -0.156 -0.038 -0.302 0.061 0.090

# 2
DFT (ωB97M-V/def2-TZVPD) results for a single C5H13N3O4S molecule at a distorted geometry.

```
! wB97M-V def2-TZVPD RIJCOSX def2/J DEFGRID3
* xyz 0 1
C -2.118 2.272 -1.338
C -1.212 1.115 -1.874
C -1.402 -0.044 -0.785
C -0.370 -1.133 -0.999
C 1.082 -0.636 -0.788
N 2.234 -1.491 3.210
N 1.363 -0.303 0.577
N 1.228 0.870 1.072
O 1.159 1.830 0.343
O 1.102 0.880 2.268
O 1.634 -2.863 1.166
O -0.201 -1.496 2.353
S 1.140 -1.792 2.020
H -3.164 1.954 -1.299
H -1.889 2.580 -0.346
H -2.166 3.093 -2.002
H -0.107 1.499 -1.828
H -1.409 0.832 -2.858
H -2.372 -0.494 -0.847
H -1.285 0.477 0.127
H -0.420 -1.343 -2.046
H -0.724 -2.015 -0.406
H 1.231 0.187 -1.594
H 1.623 -1.628 -1.004
H 1.874 -1.003 4.021
H 3.168 -1.349 2.856
*
```

Values from the calculation:
Kohn-Sham gap ... 9.782 eV
LUMO energy ... 0.00 eV
SMILES string ... CCCCCN([N+](=O)[O-])S(N)(=O)=O
E_HOMO ... -9.783 eV

These are the Löwdin partial charges, in e, on atoms 1 to 8: -0.110 -0.204 -0.205 -0.212 -0.186 -0.031 -0.054 -0.518

# 3
DFT (ωB97M-V/def2-TZVPD) results for a gas-phase ion, C5H12N3O (charge +1) at a distorted geometry.

```
! wB97M-V def2-TZVPD RIJCOSX def2/J DEFGRID3
* xyz 1 1
C 0.288 -1.263 0.353
C -1.091 0.143 -0.740
C 0.881 -2.460 0.802
C -0.927 0.345 -2.192
C -0.630 1.803 1.172
N -0.692 -1.137 -0.393
N 0.860 0.115 0.777
N -0.041 1.022 0.083
O 2.161 0.213 0.431
H -2.071 0.316 -0.355
H 0.141 -3.195 1.009
H 1.382 -2.276 1.765
H 1.635 -2.704 0.118
H -1.158 -0.652 -2.789
H 0.171 0.698 -2.427
H -1.776 1.047 -2.623
H -1.006 0.984 1.841
H 0.087 2.339 1.740
H -1.360 2.675 0.796
H 0.352 1.712 -0.612
H 2.794 0.273 1.242
*
```

Values from the calculation:
Kohn-Sham gap ... 11.305 eV
LUMO energy ... -2.86 eV
SMILES string ... CC1=N[C@H](C)[N@@H+](C)N1O
E_HOMO ... -14.160 eV

These are the Löwdin partial charges, in e, on atoms 1 to 8: -0.276 -0.332 0.016 -0.041 -0.006 0.162 -0.090 -0.062

# 4
DFT (ωB97M-V/def2-TZVPD) results for 9 unconnected molecules or ions with the total composition C27H45N3O18 at a distorted geometry.

```
! wB97M-V def2-TZVPD RIJCOSX def2/J DEFGRID3
* xyz 0 1
O -1.267 2.870 -2.119
C -0.751 3.623 -2.944
O -0.976 4.950 -2.926
C -0.188 5.638 -3.828
C 0.877 4.661 -4.225
C 0.237 3.248 -3.949
H 0.230 6.538 -3.378
H -0.728 5.951 -4.721
H 1.797 4.748 -3.649
H 1.230 4.798 -5.247
H 0.966 2.555 -3.532
H -0.292 2.688 -4.721
O 3.269 -0.570 2.882
C 4.073 -1.413 2.537
O 4.955 -2.008 3.369
C 5.926 -2.830 2.753
C 5.192 -3.255 1.462
C 4.198 -2.059 1.217
H 6.140 -3.764 3.274
H 6.846 -2.341 2.433
H 4.721 -4.219 1.658
H 5.869 -3.368 0.615
H 3.229 -2.328 0.797
H 4.729 -1.384 0.546
O -2.338 -2.766 1.622
C -2.522 -2.625 2.838
O -3.758 -2.306 3.364
C -3.692 -2.347 4.763
C -2.214 -2.247 5.127
C -1.411 -2.707 3.909
H -4.120 -3.316 5.022
H -4.322 -1.614 5.266
H -1.987 -2.760 6.061
H -1.991 -1.188 5.258
H -0.973 -3.699 4.018
H -0.587 -2.034 3.670
O -1.646 -5.736 -4.608
C -2.034 -4.602 -4.724
O -2.645 -4.210 -5.828
C -3.141 -2.927 -5.713
C -2.384 -2.206 -4.576
C -1.881 -3.404 -3.735
H -4.230 -2.890 -5.669
H -2.883 -2.301 -6.567
H -2.972 -1.424 -4.095
H -1.586 -1.589 -4.989
H -2.611 -3.622 -2.955
H -0.902 -3.227 -3.289
O -3.891 4.402 2.537
C -4.047 3.688 1.535
O -5.315 3.436 1.151
C -5.341 2.456 0.099
C -3.956 1.811 0.188
C -3.050 2.945 0.721
H -5.601 2.854 -0.882
H -6.057 1.674 0.352
H -3.635 1.535 -0.817
H -3.933 0.983 0.896
H -2.642 3.499 -0.125
H -2.218 2.672 1.369
O 0.345 -0.692 -2.916
C 0.230 -0.552 -1.719
O 1.211 -0.071 -0.973
C 0.852 0.241 0.379
C -0.679 0.143 0.378
C -0.994 -0.765 -0.846
H 1.254 1.199 0.706
H 1.242 -0.550 1.020
H -1.059 1.157 0.255
H -1.044 -0.306 1.302
H -1.993 -0.655 -1.266
H -0.972 -1.784 -0.461
C 3.154 -2.407 -2.565
N 3.704 -3.742 -2.400
O 3.961 -4.149 -1.280
O 4.006 -4.339 -3.420
H 2.306 -2.524 -3.239
H 3.911 -1.727 -2.957
H 2.773 -2.088 -1.595
C 0.557 2.408 3.958
N -0.762 1.801 3.686
O -1.760 2.490 3.895
O -0.657 0.570 3.560
H 0.386 3.471 4.130
H 1.145 2.162 3.073
H 0.867 1.934 4.889
C 3.787 2.629 1.672
N 3.700 3.744 2.665
O 4.074 4.867 2.316
O 3.349 3.458 3.787
H 4.687 2.729 1.065
H 2.853 2.681 1.113
H 3.802 1.732 2.291
*
```

Values from the calculation:
Kohn-Sham gap ... 9.443 eV
LUMO energy ... -0.28 eV
SMILES string ... C[N+](=O)[O-].C[N+](=O)[O-].C[N+](=O)[O-].O=C1CCCO1.O=C1CCCO1.O=C1CCCO1.O=C1CCCO1.O=C1CCCO1.O=C1CCCO1
E_HOMO ... -9.720 eV

These are the Löwdin partial charges, in e, on atoms 1 to 8: 0.087 -0.469 0.054 -0.197 -0.130 -0.051 0.133 0.129

# 5
DFT (ωB97M-V/def2-TZVPD) results for a molecular structure, C31H35ClN2PbSi2 at a distorted geometry.

```
! wB97M-V def2-TZVPD RIJCOSX def2/J DEFGRID3
* xyz 2 1
C -2.115 -0.763 5.235
C -2.984 -0.468 4.113
C -2.487 -1.213 2.979
H -3.907 0.132 4.148
C -1.374 -1.982 3.414
C -1.151 -1.718 4.791
H -0.448 -2.240 5.437
H -2.253 -0.401 6.260
H -2.935 -1.239 1.980
H -0.837 -2.709 2.804
Pb -1.017 1.063 3.567
Si 2.158 0.374 -0.025
C 0.859 1.977 -0.208
C 1.260 3.105 -0.920
H 2.292 3.228 -1.255
C 0.343 4.119 -1.223
H 0.681 5.000 -1.786
C -0.986 4.038 -0.797
H -1.698 4.832 -1.046
C -1.383 2.950 -0.011
H -2.411 2.833 0.351
C -0.440 1.964 0.319
H -0.799 1.136 0.941
C 0.978 -1.097 -0.464
C -0.445 -0.889 -0.880
H -0.869 -0.013 -0.406
C -1.385 -2.051 -0.882
H -2.468 -1.868 -0.927
C -0.890 -3.330 -0.565
H -1.517 -4.217 -0.725
C 0.372 -3.448 -0.005
H 0.683 -4.418 0.385
C 1.271 -2.359 0.052
H 2.196 -2.581 0.588
H 1.703 0.397 1.414
Si -1.003 -0.809 -2.684
C -0.028 -1.922 -3.792
C -0.459 -2.073 -5.127
H -1.098 -1.301 -5.554
C -0.147 -3.227 -5.846
H -0.570 -3.380 -6.845
C 0.679 -4.210 -5.270
H 0.833 -5.170 -5.786
C 1.281 -3.948 -4.031
H 1.986 -4.671 -3.621
C 0.976 -2.777 -3.324
H 1.471 -2.558 -2.384
C -0.678 0.935 -3.344
C -1.850 1.682 -3.553
H -2.799 1.266 -3.211
C -1.826 2.897 -4.242
H -2.746 3.442 -4.437
C -0.618 3.410 -4.706
H -0.610 4.352 -5.263
C 0.561 2.718 -4.439
H 1.507 3.155 -4.756
C 0.548 1.495 -3.749
H 1.493 0.986 -3.513
H 3.097 1.306 -0.564
Cl 4.098 -0.481 0.513
N 0.376 2.062 5.542
C 1.810 1.612 5.670
C 1.926 0.142 5.358
N 1.378 -0.168 3.992
H 0.318 3.082 5.572
H -0.137 1.735 6.364
H 2.403 2.202 4.961
H 2.166 1.808 6.694
H 2.981 -0.176 5.445
H 1.333 -0.428 6.081
H 2.104 0.046 3.304
H 1.247 -1.179 3.892
*
```

Values from the calculation:
Kohn-Sham gap (spin up / spin down) ... 3.937 / 3.082 eV
LUMO energy (spin up / spin down) ... -8.87 / -9.29 eV
E_HOMO (spin up / spin down) ... -12.804 / -12.371 eV

These are the Löwdin partial charges, in e, on atoms 1 to 8: -0.220 -0.318 -0.249 0.109 -0.175 -0.180 0.110 0.111

# 6
DFT (ωB97M-V/def2-TZVPD) results for 3 unconnected molecules or ions with the total composition C3H10O2 at a distorted geometry.

```
! wB97M-V def2-TZVPD RIJCOSX def2/J DEFGRID3
* xyz 0 1
C -1.417 -1.062 1.301
C -0.452 0.126 1.453
C 0.507 0.232 2.381
H -1.243 -1.675 2.172
H -1.347 -1.378 0.248
H -2.461 -0.682 1.364
H -0.472 0.802 0.591
H 1.316 0.922 2.107
H 0.621 -0.393 3.275
H 1.370 -1.400 -2.371
H 1.064 -0.268 -1.463
O 1.647 -1.038 -1.525
H -0.055 1.368 -3.610
H 0.770 2.564 -3.103
O 0.152 1.884 -2.819
*
```

Values from the calculation:
Kohn-Sham gap ... 9.776 eV
LUMO energy ... 0.49 eV
SMILES string ... C=CC.O.O
E_HOMO ... -9.283 eV

These are the Löwdin partial charges, in e, on atoms 1 to 8: -0.107 -0.250 -0.029 0.062 0.071 0.069 0.083 0.051

no.,E (a.u.)
1,-233.216861
2,-1061.522626
3,-436.831583
4,-2574.118319
5,-2543.050708
6,-270.730472